# 1
Computed, not measured: a 2-piece molecular cluster, C8H16Si overall, with ωB97M-V/def2-TZVPD.

For the LUMO energy (spin up / spin down), the calculation gives 0.95 / -3.56 eV. The expectation value of S² is 2.022. For the HOMO energy (spin up / spin down), the calculation gives -5.66 / -9.86 eV. As for the multiplicity: 3.

```
25
Properties=species:S:1:pos:R:3:forces:R:3:nbo_charge:R:1
H -3.02180 0.78703 0.00229 -1.1667 1.9658 1.9381 0.23
C -1.24224 -1.18550 2.11678 -2.2627 0.0023 -0.7666 -1.09
C 2.57954 1.82716 0.63013 -4.0340 2.7581 -2.9898 -0.58
H 2.30232 2.68213 1.29245 0.2651 -0.6787 -0.4139 0.20
H -1.20730 -0.39199 2.86957 0.4486 -0.4347 0.0452 0.24
H 1.73063 0.53162 1.87670 -0.8297 -0.8408 -0.0891 0.20
Si -1.02062 -0.53288 0.32191 -0.6181 -1.5090 -0.5478 1.60
H -2.26250 0.69240 -1.38420 0.3030 0.2117 -2.1700 0.24
C 1.66724 0.66855 0.78285 -1.3125 -0.6831 1.0868 -0.45
C 0.42413 0.60652 -1.92766 -1.7393 -2.0004 3.7214 0.12
H 2.37861 2.17139 -0.45061 0.8564 0.0171 1.3644 0.19
H 1.99550 -0.20563 0.29860 1.6347 -1.3348 -0.2267 0.19
C -2.54008 0.09243 -0.58000 1.1831 -0.9441 1.7619 -1.10
H -0.56982 -2.01196 2.19302 1.1034 -0.1067 0.6064 0.24
H -1.06278 -2.61786 -1.48624 -0.0295 1.0190 0.7004 0.24
H -2.23077 -1.74236 2.27633 0.9054 1.0212 -0.5021 0.24
C 0.52759 0.82781 -3.11310 1.9175 0.8902 -5.3504 -0.26
H -0.06384 -2.80591 -0.16499 1.6782 -2.5733 2.2745 0.22
C -0.45191 -2.06649 -0.72265 -1.6869 2.3712 -2.0015 -1.09
C 0.28946 0.74978 0.14092 1.0695 1.8530 2.9870 -0.67
H 0.35210 -1.58997 -1.26763 0.5543 -0.2694 -0.4496 0.22
H 1.13833 0.84158 -4.00009 -0.3946 0.5588 -0.0908 0.23
H -3.27136 -0.66981 -0.63379 -0.5755 -0.9598 -1.0926 0.24
H 3.53540 1.54999 0.74094 3.6417 -0.7533 0.4920 0.21
H 0.02416 1.79197 0.18845 -0.9114 0.4198 -0.2868 0.21
```
Forces are in eV/Å.

***

# 2
Computed, not measured: one molecule with the formula C5H5NO, with ωB97M-V/def2-TZVPD.

For the LUMO energy, the calculation gives 0.77 eV. As for the SMILES: C=C=NC1=C[C@H]1O. For the HOMO energy, the calculation gives -9.10 eV.

```
12
Properties=species:S:1:pos:R:3:forces:R:3:nbo_charge:R:1
O -0.55975 -1.63103 -1.37095 -0.2531 0.1476 -0.0573 -0.71
H 0.89676 -2.23562 -0.11240 -0.0562 0.0231 -0.0414 0.17
C 0.81750 2.52638 -0.55429 -0.0557 -0.1379 0.1091 -0.63
H 1.80288 2.55556 -1.00413 -0.0774 -0.0128 0.1172 0.25
C -0.12283 -0.50018 0.86288 -0.2577 -0.4444 0.0594 0.13
H 0.07003 3.23917 -0.87707 0.0159 -0.0688 0.0700 0.25
C 0.52994 1.60776 0.32868 0.0522 -0.0925 0.0983 0.46
C -0.82467 -1.55837 1.16637 0.1035 0.3469 -0.1061 -0.23
H -1.35726 -1.08536 -1.36174 0.0928 -0.0836 -0.0124 0.46
C -0.00694 -1.63016 -0.08107 0.3541 -0.1196 0.1951 0.06
H -1.53344 -2.06712 1.79815 0.0178 0.0662 0.0032 0.23
N 0.28777 0.77896 1.20558 0.0639 0.3758 -0.4351 -0.45
```
Forces are in eV/Å.

***

# 3
Computed, not measured: one molecule with the formula C6H5FO2, with ωB97M-V/def2-TZVPD.

For the LUMO energy, the calculation gives -1.68 eV. For the HOMO energy, the calculation gives -8.22 eV.

```
14
Properties=species:S:1:pos:R:3:forces:R:3:nbo_charge:R:1
O -3.00552 -1.06640 0.56812 0.3609 0.0011 -0.0644 -0.53
C -1.90847 -0.57562 0.50181 -0.5408 0.0881 -0.1005 0.66
C 0.40590 0.31144 -0.92104 -2.1748 -1.9587 1.7849 -0.23
C -0.66756 -1.28575 0.82215 1.5882 0.7881 -1.8409 0.18
H 0.07463 -0.94075 1.52604 -0.0720 0.1287 0.1139 0.19
O -1.77578 0.70551 0.06699 -0.3215 -0.1040 0.1042 -0.49
F -0.65786 -2.60742 0.64938 -0.2405 0.5540 0.1429 -0.30
H 0.00607 -0.12854 -1.82277 -0.0305 0.1110 -0.1766 0.24
H 3.97337 0.19767 -0.23044 0.5997 -0.0260 0.1208 0.24
C -0.47672 1.24065 -0.14357 0.2156 0.3433 -0.1993 -0.11
H -0.00873 1.50728 0.81098 0.0151 0.0017 -0.1331 0.19
C 2.94347 0.22090 -0.42645 -1.1061 0.0782 -0.2944 -0.16
C 1.76190 0.26057 -0.68650 1.6446 0.0421 0.3029 -0.10
H -0.66470 2.16046 -0.71470 0.0622 -0.0475 0.2396 0.21
```
Forces are in eV/Å.

***

# 4
Computed, not measured: C44H47AsBrF4N4O3P3Pd as an isolated structure, with ωB97M-V/def2-TZVPD.

For the LUMO energy, the calculation gives -6.30 eV. Its charge is +2. For the HOMO energy, the calculation gives -13.29 eV.

```
108
Properties=species:S:1:pos:R:3:forces:R:3:mulliken_charge:R:1
C 3.91565 1.59212 -2.44700 -0.0305 0.0230 -0.0488 -0.79
C -3.66742 -2.15861 -0.59294 -0.0124 0.0739 0.0071 -0.28
H -3.59787 4.06049 2.01427 -0.0012 -0.0142 -0.0013 0.24
C 2.40391 -3.96801 2.53801 -0.0039 -0.1029 0.0873 0.45
H 0.95120 -5.12895 -3.89031 -0.0134 0.0009 0.0204 0.49
P -0.09615 3.24217 -0.02592 0.0456 0.1567 -0.1144 -0.79
C 2.41938 -0.73745 -2.22457 -0.0757 -0.0359 0.0247 -0.12
C -0.35379 -2.73819 -3.16804 0.0741 0.0345 0.0558 0.04
H 5.03605 2.11415 4.57553 -0.0135 -0.0045 -0.0093 0.45
Br 0.63746 -1.87344 3.08629 0.1617 -0.2283 0.1930 -0.10
P -2.42230 1.85203 0.88517 0.0522 0.1459 1.1473 -0.92
N 0.58531 4.61234 0.50079 0.1136 0.0115 0.0199 0.75
C -3.83744 -3.38141 1.90240 0.0098 0.0047 0.0160 -0.83
C 2.87101 -0.32574 -3.46607 -0.0252 -0.0733 0.0123 -1.02
H -0.48755 1.91959 -3.10596 -0.0912 -0.0748 -0.0440 0.17
H 3.99460 1.15079 -4.54335 -0.0103 -0.0076 0.0173 0.43
H -2.15174 -0.38222 3.62069 0.0380 -0.0066 0.0216 0.33
C 2.55200 -2.17303 0.92456 0.0565 -0.0474 0.0688 1.18
H 6.16250 0.79591 2.81038 -0.0140 0.0007 0.0053 0.49
H 4.84285 -0.28589 1.04933 -0.0323 0.0040 0.0054 0.44
N -1.87525 1.30055 2.38325 -0.2300 0.0826 0.0434 1.02
H 2.10509 5.06022 1.87747 -0.0135 0.0206 -0.0217 0.35
H 0.67919 3.22345 -3.38145 0.0172 -0.0124 0.0119 0.38
C 0.66831 5.85659 -0.26399 -0.0110 -0.0296 0.0319 -1.04
C -5.02203 1.50828 0.25849 0.0287 0.0269 0.0325 -0.71
C -1.57626 -0.63496 -3.09360 0.0184 0.0581 -0.0048 -0.66
H -5.95782 -3.38236 1.58148 0.0180 0.0080 -0.0072 0.43
F 4.88340 -4.81045 0.06408 -0.0015 0.0027 0.0124 -0.32
H -1.98567 4.78298 -1.28275 0.0111 -0.0203 -0.0089 0.36
H 1.04873 3.74181 2.35920 0.0055 -0.0350 -0.0007 -0.15
H 1.01155 1.96907 -2.17350 0.0483 -0.0352 0.0174 -0.26
H 1.88687 -1.67736 -2.13360 -0.0383 0.0422 -0.0272 0.43
C 5.08619 0.90508 2.80583 -0.0184 -0.0174 -0.0120 -0.86
C -2.72114 0.20657 2.90214 0.0164 0.0584 -0.0815 -0.86
H 1.23986 1.29424 2.78911 -0.0366 -0.0032 -0.0199 0.05
H 2.57815 2.34853 4.56600 0.0146 -0.0098 -0.0196 0.54
C -1.58467 4.15146 -2.07377 0.0194 0.0068 0.0073 -1.15
N -0.42849 3.38894 -1.60427 -0.1698 -0.1622 0.0281 0.37
C 0.22536 -3.82371 -2.33917 0.0229 0.0402 -0.0244 0.44
C 2.31591 1.18239 2.78818 0.0011 0.0275 -0.0273 -0.35
H -5.69539 1.11160 1.02172 0.0075 -0.0016 -0.0049 0.30
C -4.99105 -3.10760 1.17964 -0.0119 0.0001 0.0032 -0.69
H 1.68625 6.24352 -0.20379 -0.0059 -0.0047 0.0036 0.32
H -1.28916 4.79413 -2.90420 0.0053 -0.0004 -0.0148 0.46
C 0.46196 -4.66369 -0.07193 -0.0069 -0.0208 0.0037 -0.95
C 3.38563 -4.67964 1.85903 -0.0400 -0.0657 0.0923 0.50
C 3.95473 -4.14382 0.72385 0.0269 0.0454 -0.0701 0.50
C 3.62432 0.83695 -3.57569 0.0123 0.0466 0.0103 -0.87
C -0.97626 -1.62474 -5.20306 0.0241 -0.0461 -0.0213 -1.23
C 1.98871 -2.73940 2.07742 -0.0157 0.1186 -0.0017 -0.54
H -3.90172 -3.87007 2.86613 0.0025 0.0061 -0.0158 0.48
H 0.46576 5.42141 2.45233 -0.0080 -0.0086 -0.0016 0.31
C -1.52543 2.22959 3.46471 -0.0157 0.0109 -0.0634 -1.14
O -2.12664 0.78154 -0.09400 0.2385 -0.6515 -0.4053 0.12
H 0.43063 5.68156 -1.30870 0.0124 -0.0013 0.0129 0.34
F 1.85491 -4.51930 3.61225 0.0203 0.0044 -0.0150 -0.39
H -0.91545 3.04608 3.09261 0.0098 0.0232 -0.0219 0.31
H 3.65806 1.79840 -0.32843 -0.0043 -0.0056 -0.0231 0.41
C 3.54816 -2.89262 0.28052 -0.0291 0.0169 -0.0193 0.15
C 0.23222 2.57687 -2.62341 0.1166 0.1270 0.0524 -0.29
H -3.61010 0.59493 3.40872 -0.0077 0.0169 -0.0050 0.31
P 2.06722 -0.47701 0.50865 0.4432 -0.2427 0.2349 1.19
H -5.80410 -2.30145 -0.63616 0.0217 -0.0091 0.0119 0.50
Pd -0.06091 -0.13113 0.70253 -0.7102 1.1421 -1.3094 0.98
C -0.36080 -2.68963 -4.55553 -0.0271 0.0367 -0.0335 -0.54
C 1.06963 4.71586 1.87687 -0.0330 0.0086 -0.0247 -0.71
H -2.37463 3.47761 -2.41663 -0.0022 -0.0011 0.0042 0.24
H -5.08422 4.08600 1.06580 0.0069 0.0011 -0.0099 0.39
C 2.94662 0.44163 1.79510 0.1582 -0.0363 -0.0587 0.77
C 0.82381 -4.97956 -2.82571 0.0132 -0.0278 0.0261 -0.57
H -0.98878 -1.59536 -6.28522 0.0037 -0.0069 0.0258 0.44
H -3.60807 -1.70131 -1.57208 0.0161 0.0013 -0.0099 0.38
C -2.59781 -3.03406 1.38537 0.0068 0.0149 -0.0037 -0.49
C -0.95603 -1.69393 -2.45587 -0.0053 -0.0133 -0.0444 0.16
H -0.01304 6.60827 0.14014 -0.0048 0.0015 -0.0037 0.32
C 3.44515 1.19807 -1.20307 -0.0766 0.0148 -0.0139 -0.77
H -2.41319 2.64399 3.95250 -0.0061 0.0025 -0.0035 0.32
H -2.04660 0.14803 -2.51227 0.0088 0.0315 0.0080 0.71
C 1.23787 -5.96600 -1.94017 0.0088 0.0020 -0.0492 -1.22
H -0.95716 1.68467 4.21966 0.0133 -0.0119 -0.0019 0.33
N -3.97091 2.31920 0.88008 -0.0613 -0.0035 -0.1588 0.73
C -2.51550 -2.41858 0.14035 -0.0282 -0.1639 -0.1244 1.11
H 2.65244 -0.92495 -4.34188 0.0209 0.0362 0.0376 0.56
C 4.45140 1.64637 3.79415 0.0168 0.0082 0.0075 -0.67
C 0.09083 -3.66349 -0.95421 -0.0458 -0.0742 -0.0178 0.43
H 4.51003 2.49268 -2.53536 -0.0142 -0.0288 0.0071 0.49
H 1.32723 -6.62072 0.10099 -0.0059 0.0243 -0.0077 0.52
H -1.70207 -3.24194 1.95651 0.0155 -0.0297 0.0266 0.31
H -4.57853 0.67856 -0.28634 0.0013 0.0162 0.0084 0.01
H -2.07940 0.20231 -5.00712 0.0073 -0.0087 0.0200 0.52
C 1.04094 -5.82197 -0.57235 0.0010 -0.0225 0.0264 -0.75
C -4.43772 3.45513 1.67652 0.0344 -0.0264 -0.0126 -1.03
O 0.65777 2.02078 0.38295 0.0312 -0.1042 0.1956 0.75
C 2.69660 0.02621 -1.09171 0.1614 -0.0154 0.0144 0.91
H -5.60057 2.12204 -0.43354 0.0088 0.0095 0.0056 0.31
As -0.77842 -1.99852 -0.58238 -0.1511 -0.1283 0.3375 0.49
C 3.07082 1.78088 3.78617 -0.0358 0.0098 0.0195 -0.55
H -3.03288 -0.45194 2.09356 -0.0159 -0.0365 -0.0447 0.04
O -1.56676 3.18823 0.70249 -0.0216 0.0583 0.0155 -0.91
H 0.09513 -3.47912 -5.13858 -0.0049 -0.0003 0.0039 0.50
F 4.17916 -2.40398 -0.78549 0.0135 -0.0131 0.0193 -0.39
C -4.90518 -2.49832 -0.06527 -0.0246 -0.0111 0.0080 -0.64
H 0.28472 -4.56357 0.99151 -0.0109 -0.0029 -0.0321 0.67
C 4.33659 0.29544 1.81335 0.0312 0.0392 0.0195 -0.55
H 1.69537 -6.86975 -2.32205 -0.0100 0.0294 0.0019 0.44
C -1.58881 -0.60760 -4.48229 -0.0056 0.0192 -0.0185 -0.73
F 3.75306 -5.86897 2.29176 -0.0017 0.0031 -0.0141 -0.33
H -5.00537 3.11721 2.54610 -0.0025 -0.0102 0.0021 0.32
```
Forces are in eV/Å.

***

| no. | E (eV) |
| --- | --- |
| 1 | -16423.8008 |
| 2 | -8799.4080 |
| 3 | -13110.1735 |
| 4 | -231583.9516 |